Entry 1:
This record from OMol25 describes an isolated molecule of C2H3NO2S in a non-equilibrium geometry. The level of theory is ωB97M-V/def2-TZVPD.

```
! RIJCOSX wB97M-V def2-TZVPD def2/J DEFGRID3
* xyz 0 1
C -0.89165 0.27638 -0.85540
C 0.29611 -0.48034 -0.63161
O 1.26529 -0.69939 -1.24404
S 0.12146 -1.13424 1.19618
N 1.26972 0.13685 1.49176
O 1.64207 0.34366 2.62052
H -1.79750 -0.22340 -0.56507
H -0.75450 1.14653 -0.22167
H -1.15103 0.63395 -1.79067
*
```

Output
total energy = -681.3214 Ha
structure (SMILES) = CC(=O)SN=O
Kohn-Sham gap = 0.3333 Eh
largest force on an atom = 2.53 eV/A

Atomic partial charges in e from the natural (NBO) method, atoms 1 to 2:
1 C -0.7535
2 C 0.5616

---

Entry 2:
This record from OMol25 describes an isolated molecule of C2H3NO2S in a non-equilibrium geometry. The level of theory is ωB97M-V/def2-TZVPD.

```
! RIJCOSX wB97M-V def2-TZVPD def2/J DEFGRID3
* xyz 0 1
S -2.76063 -0.02093 -0.08923
C -1.13878 -0.07697 -0.09141
N -0.38101 1.01927 0.19335
O 1.02926 0.83802 -0.35773
C 1.12036 -0.55920 0.06605
O -0.22383 -1.12896 -0.22483
H -0.74988 1.74619 -0.35549
H 1.26598 -0.59929 1.22445
H 1.83853 -1.21813 -0.36515
*
```

Output
total energy = -681.3364 Ha
structure (SMILES) = S=C1NOCO1
Kohn-Sham gap = 0.3593 Eh
largest force on an atom = 3.37 eV/A

Atomic partial charges in e from the natural (NBO) method, atoms 1 to 2:
1 S -0.0641
2 C 0.3145

---

Entry 3:
This record from OMol25 describes a structure of composition C2H3NO2S in a non-equilibrium geometry. The level of theory is ωB97M-V/def2-TZVPD.

```
! RIJCOSX wB97M-V def2-TZVPD def2/J DEFGRID3
* xyz 0 1
C -0.73615 -1.16547 0.24824
C -0.24212 0.78993 -0.30164
N -0.29907 -0.00082 0.83966
O -1.06773 -2.19847 0.68912
O 1.84223 0.76625 -0.95689
S -0.92339 -0.33109 -1.38114
H -0.20264 1.96320 -0.28770
H -0.15316 0.29343 1.71499
H 1.78202 -0.11695 -0.56463
*
```

Output
total energy = -681.3141 Ha
Kohn-Sham gap (alpha / beta) = 0.3252 / 0.3252 Eh
largest force on an atom = 4.89 eV/A

Atomic partial charges in e from the natural (NBO) method, atoms 1 to 2:
1 C 0.5839
2 C 0.0170

---

Entry 4:
This record from OMol25 describes an isolated molecule of C2H3NO2S2 in a non-equilibrium geometry. The level of theory is ωB97M-V/def2-TZVPD.

```
! RIJCOSX wB97M-V def2-TZVPD def2/J DEFGRID3
* xyz 0 1
C -0.02225 1.09455 0.32196
C -1.79841 -0.54754 -0.05979
N -1.01597 0.42980 0.09323
O 1.09278 -0.35633 -1.49174
O 1.31684 -1.30748 0.76240
S 3.13997 0.85409 0.04385
S 1.54397 -0.25100 -0.16137
H -0.08205 2.02458 0.89603
H -1.82535 -1.33280 0.57563
H -2.34954 -0.60786 -0.98020
*
```

Output
total energy = -1079.4874 Ha
Kohn-Sham gap = 0.2780 Eh
largest force on an atom = 3.73 eV/A

Atomic partial charges in e from the natural (NBO) method, atoms 1 to 2:
1 C -0.0053
2 C -0.0411

---

Entry 5:
This record from OMol25 describes a cluster of 2 separate species, C2H3NO3 in total in a non-equilibrium geometry. The level of theory is ωB97M-V/def2-TZVPD.

```
! RIJCOSX wB97M-V def2-TZVPD def2/J DEFGRID3
* xyz 0 1
C -0.18484 -0.37834 -1.43456
C -0.45724 2.41925 2.62474
N 0.39354 0.93680 0.52730
O 0.81582 -0.15523 -2.06391
O -0.18891 2.02681 3.65155
O -0.36354 -0.10822 -0.11727
H -0.91036 -1.09576 -1.80052
H 0.39278 1.77995 -0.08585
H 1.32473 0.51466 0.52768
*
```

Output
total energy = -358.4113 Ha
Kohn-Sham gap = 0.4204 Eh
largest force on an atom = 2.57 eV/A

Atomic partial charges in e from the natural (NBO) method, atoms 1 to 2:
1 C 0.6241
2 C 0.5035

---

Entry 6:
This record from OMol25 describes an isolated molecule of C2H3NO3 in a non-equilibrium geometry. The level of theory is ωB97M-V/def2-TZVPD.

```
! RIJCOSX wB97M-V def2-TZVPD def2/J DEFGRID3
* xyz 0 1
O 1.35900 -1.87954 0.38042
N 1.03727 -0.71691 0.30744
O 1.82917 0.18866 0.38758
C -0.42141 -0.36820 0.24974
C -0.60723 0.83313 -0.55028
O -0.67652 0.82392 0.83167
H -1.21435 -1.10784 0.40502
H 0.20058 1.15012 -1.07614
H -1.50650 1.07668 -0.93544
*
```

Output
total energy = -358.3171 Ha
structure (SMILES) = O=[N+]([O-])[C@@H]1CO1
Kohn-Sham gap = 0.4173 Eh
largest force on an atom = 3.37 eV/A

Atomic partial charges in e from the natural (NBO) method, atoms 1 to 2:
1 O -0.3629
2 N 0.5114

---

Entry 7:
This record from OMol25 describes an isolated molecule of C2H3NO3 in a non-equilibrium geometry. The level of theory is ωB97M-V/def2-TZVPD.

```
! RIJCOSX wB97M-V def2-TZVPD def2/J DEFGRID3
* xyz 0 1
O -0.78335 -1.75843 -1.41269
C -0.23378 -1.74815 -0.29900
O 0.46433 -0.67144 0.39037
C 0.30576 0.57424 -0.44152
N 0.16782 1.74792 0.00166
O -0.14663 1.75474 1.42956
H -0.07302 -2.60986 0.29923
H 0.12249 0.04868 -1.48095
H 0.17638 2.66230 1.51334
*
```

Output
total energy = -358.3699 Ha
structure (SMILES) = O=CO/C=N\O
Kohn-Sham gap = 0.4039 Eh
largest force on an atom = 4.29 eV/A

Atomic partial charges in e from the natural (NBO) method, atoms 1 to 2:
1 O -0.5505
2 C 0.6469

---

Entry 8:
This record from OMol25 describes a structure of composition C2H3NO3S in a non-equilibrium geometry. The level of theory is ωB97M-V/def2-TZVPD.

```
! RIJCOSX wB97M-V def2-TZVPD def2/J DEFGRID3
* xyz 0 1
C 0.71171 -1.32212 0.04173
C 0.61123 0.93835 0.00244
N 1.39837 -0.26587 0.21172
O -1.77274 0.69552 1.20984
O -1.88735 0.44696 -1.22289
O -0.60193 -1.36548 -0.03958
S -1.12232 0.25841 -0.02896
H 1.04702 -2.38253 -0.01004
H 0.78501 1.52856 0.90871
H 0.83100 1.46820 -1.07298
*
```

Output
total energy = -756.6113 Ha
Kohn-Sham gap = 0.4159 Eh
largest force on an atom = 3.37 eV/A

Atomic partial charges in e from the natural (NBO) method, atoms 1 to 2:
1 C 0.3995
2 C -0.4817